# 1
Here is a cluster of 2 separate species, C2H8O in total from OMol25. Energies are from ωB97M-V/def2-TZVPD.

```
11
Properties=species:S:1:pos:R:3:forces:R:3
O 0.1538 -2.8906 0.1101 0.16 0.11 0.47
C 0.2164 0.3863 0.1249 0.05 0.07 -0.07
C -0.4447 1.6484 -0.4421 -0.26 -0.61 0.17
H 0.0129 1.8319 -1.4086 0.08 0.53 -0.02
H 1.2899 0.4125 -0.0480 0.18 0.12 -0.15
H -0.3614 2.4718 0.2505 0.37 0.50 -0.10
H -0.3775 -2.4945 0.8100 -0.33 -0.09 -0.15
H -1.5182 1.5529 -0.6349 0.11 -0.33 0.14
H 0.1377 0.2534 1.2094 -0.48 0.04 -0.16
H -0.1468 -0.4880 -0.4058 -0.05 -0.18 0.17
H 1.0379 -2.6840 0.4346 0.17 -0.16 -0.30
```
Forces are in eV/Å.

As for the total charge: 0. The HOMO energy is -11.34 eV. As for the HOMO-LUMO gap: 12.27 eV. The SMILES is CC.O. Its energy above the lowest of the compared OMol25 structures with the same formula, charge and spin is 0.1035 eV.

# 2
Here is an isolated molecule of C2H6N4O from OMol25. Energies are from ωB97M-V/def2-TZVPD.

```
13
Properties=species:S:1:pos:R:3:forces:R:3
O 2.3182 1.3646 -0.1294 -2.04 -0.62 0.11
N 1.0887 1.0377 -0.1807 2.78 -1.75 -0.08
N -1.5799 0.2620 -0.3207 -0.07 -0.56 1.27
N 1.6740 -1.4045 -0.0219 1.24 0.83 -0.35
N -1.4318 1.5699 0.0402 1.06 1.73 -0.12
C -0.6008 -0.6245 -0.2276 1.03 -0.16 -1.39
C 0.8049 -0.3302 -0.1686 -3.03 0.41 0.36
H 2.2390 -1.3211 0.7986 0.53 0.05 0.28
H -2.4607 -0.1564 -0.1531 -1.11 0.09 -0.26
H -1.9215 1.8336 0.9118 0.49 -0.57 -0.64
H -0.3421 1.6970 0.0145 -1.73 0.45 0.36
H -1.0735 -1.6103 -0.4765 1.33 0.46 0.56
H 1.2856 -2.3176 -0.0866 -0.49 -0.36 -0.11
```
Forces are in eV/Å.

As for the total charge: 0. The HOMO energy (alpha / beta) is -7.59 / -7.60 eV. As for the HOMO-LUMO gap (alpha / beta): 7.45 / 7.45 eV. The SMILES is NN/C=C(/N)N=O. Its energy above the lowest of the compared OMol25 structures with the same formula, charge and spin is 5.3615 eV.

# 3
Here is an isolated molecule of C6H8N2 from OMol25. Energies are from ωB97M-V/def2-TZVPD.

```
16
Properties=species:S:1:pos:R:3:forces:R:3
N -0.9636 -1.9454 -0.5358 -2.10 -0.47 -1.93
N -2.6660 1.1089 -0.1253 -0.34 -2.80 1.25
C 1.3645 0.0855 -0.9668 2.10 0.45 -0.79
C -1.0366 -0.8789 0.1555 -0.24 1.22 1.22
C -1.9403 0.1336 -0.1116 0.00 1.68 0.01
C 1.0222 0.3343 0.5102 3.60 2.13 -0.10
C 0.7344 1.3454 -0.5298 0.17 1.08 -1.01
C 0.0392 -0.5191 1.1691 -2.05 0.90 1.85
H -2.5462 1.9642 -0.5848 0.54 1.28 -1.07
H -0.3268 -0.1360 2.1825 0.03 0.27 -1.55
H 1.9535 0.6159 1.0829 -1.16 -0.46 -0.09
H 2.4856 0.0561 -1.4374 -2.84 0.05 1.48
H 0.4661 -1.4081 1.5136 0.94 -1.75 0.05
H 0.9793 2.4547 -0.7764 -0.46 -2.29 0.83
H 0.6882 -0.6780 -1.3183 0.17 -0.09 -0.86
H -0.2534 -2.5332 -0.2276 1.63 -1.20 0.72
```
Forces are in eV/Å.

As for the total charge: 0. The HOMO energy (alpha / beta) is -8.31 / -7.22 eV. As for the HOMO-LUMO gap (alpha / beta): 8.30 / 7.20 eV. Its energy above the lowest of the compared OMol25 structures with the same formula, charge and spin is 6.2581 eV.

# 4
Here is a structure of composition C21H17ErN6O8S2 from OMol25. Energies are from ωB97M-V/def2-TZVPD.

```
55
Properties=species:S:1:pos:R:3:forces:R:3
Er -0.1556 0.3046 -0.3533 -0.86 -0.64 -0.07
S -2.1971 -4.6027 -0.9664 0.82 0.36 0.00
S -2.3152 -1.7191 0.0176 1.03 -0.01 -0.15
O 0.4819 4.0284 1.6689 0.33 -0.66 -1.06
O -2.1849 1.1478 0.0574 -0.04 0.52 -0.55
O 0.5056 2.3838 0.0611 0.34 0.80 0.20
O 0.8987 2.5398 5.8911 0.01 0.41 -1.22
O 0.3654 -0.0324 -4.8566 -0.50 1.26 3.29
O 0.8526 4.1596 4.3319 -0.31 -0.59 -0.36
O -4.3873 1.3568 -0.4438 1.12 0.12 -0.04
O 0.7787 0.4314 -2.7068 -1.36 -0.28 -1.62
N 0.0717 0.5205 -3.7734 1.31 0.27 -1.80
N -0.0854 -3.1897 -0.5137 0.63 -0.42 -0.30
N 0.6058 0.5215 4.0676 0.12 -0.14 0.98
N 2.5665 0.0080 -0.2780 -1.11 -0.72 -0.10
N 0.2983 0.4913 1.9109 0.64 -0.22 0.72
N 0.6855 -2.0311 -0.3828 0.42 -0.66 0.01
C 1.9569 -2.2957 -0.4178 -1.03 -0.79 -0.34
C 5.2722 -0.6039 -0.4205 -0.14 0.51 0.37
C 3.4406 0.9812 -0.1888 1.71 -1.25 -0.01
C 0.0900 -1.7439 3.1075 0.48 0.44 0.86
C 0.6850 1.8094 3.6674 0.38 1.92 -0.20
C 4.3266 -1.6318 -0.3877 -0.16 1.37 0.41
C 0.5388 2.8586 1.2547 -0.58 0.32 1.20
C -2.0939 1.3125 -4.7566 1.21 -1.40 -0.32
C -3.1910 1.4495 -0.7015 -0.71 0.36 0.82
C -1.1366 1.3350 -3.7214 -1.00 0.23 -1.16
C -3.7895 1.7520 -3.1318 0.71 -0.55 1.27
C 0.5618 1.7902 2.3026 -0.49 -0.27 0.14
C 0.8229 2.8935 4.7231 0.12 -0.52 0.44
C 4.8306 0.7248 -0.2502 -0.24 -0.41 -0.16
C -1.3818 -3.1084 -0.4067 -0.25 0.72 -0.20
C 0.3595 -0.2515 3.0063 -0.40 -1.51 0.03
C -3.4089 1.5735 -4.4461 -1.39 1.02 -0.60
C -2.8070 1.8143 -2.1237 -1.74 0.44 -0.81
C 2.9822 -1.2748 -0.3421 0.10 0.49 -0.13
C -3.5750 -4.7501 0.1646 -0.16 -0.09 -0.22
C -1.5211 1.9449 -2.5317 2.25 -0.88 1.04
H 0.7846 0.2901 5.0478 -0.34 -0.16 -0.50
H -0.7666 2.4056 -1.8905 0.05 -0.65 0.39
H -3.1756 -5.0901 1.1121 -0.20 0.07 0.30
H 6.3283 -0.9009 -0.5254 -0.54 0.56 0.24
H 2.2918 -3.3356 -0.6027 -0.37 0.54 0.33
H 3.0295 1.9421 -0.0429 -0.18 1.09 0.02
H -4.1681 -5.5704 -0.2747 -0.07 0.54 0.28
H -0.8833 -1.9242 3.5867 0.11 0.16 -0.44
H 0.1196 -2.1646 2.1145 -0.17 -0.25 -0.14
H 0.8210 -2.2759 3.7662 -0.28 0.62 -0.62
H -4.7901 1.7515 -2.7251 -0.33 -0.02 -0.46
H -4.1180 -3.7982 0.2582 0.03 -0.52 -0.07
H 0.6412 4.2526 3.3466 0.30 -0.31 0.38
H -1.8137 0.9370 -5.7461 -0.10 0.12 0.43
H 4.6471 -2.6343 -0.2244 0.02 -0.72 -0.50
H 5.5068 1.5668 -0.1214 0.03 -0.29 -0.26
H -4.2021 1.6507 -5.2103 0.76 -0.35 0.25
```
Forces are in eV/Å.

As for the total charge: 0. The HOMO energy (alpha / beta) is -8.23 / -8.23 eV. Its expectation value of S² is 3.752. As for the multiplicity: 4. As for the HOMO-LUMO gap (alpha / beta): 6.07 / 6.08 eV.

# 5
Here is a structure of composition C16H22AlClO from OMol25. Energies are from ωB97M-V/def2-TZVPD.

```
41
Properties=species:S:1:pos:R:3:forces:R:3
Cl -0.1895 -0.3295 3.7559 0.25 0.09 0.76
Al -1.0863 0.3272 0.6977 2.06 -0.94 0.90
O 0.7323 0.0625 0.6710 -0.91 0.41 -0.22
C 2.6710 -1.8573 -2.3399 -0.22 0.86 0.70
C -1.6387 -1.8690 -0.1591 -0.45 -0.26 -0.49
C 2.8460 0.6913 -2.0661 -0.29 -0.86 0.39
C -1.6432 2.1559 2.2178 0.08 0.47 0.05
C -0.3773 2.6217 0.3860 -0.02 0.19 -0.08
C -2.9369 -0.1145 -0.8090 -0.06 0.03 -0.05
C -1.7366 -0.0823 -1.5603 -0.07 -0.21 -0.14
C -2.8654 -1.1979 0.0707 -0.16 -0.49 -0.20
C -1.7205 2.5395 -0.0247 0.06 0.25 0.04
C -1.4098 -0.7256 2.5174 -0.98 0.04 -0.88
C -2.5060 2.2445 1.1106 -0.19 0.16 0.11
C 2.8786 -0.8263 -0.0005 -0.53 0.11 -1.05
C 2.7119 -0.6581 -1.4688 -1.27 0.08 0.17
C -0.3310 2.3846 1.7717 -0.10 0.28 0.23
C 1.5622 -1.0609 0.7484 -0.33 0.70 0.28
C -0.9608 -1.1943 -1.1796 -0.08 -0.23 -0.19
H 2.4398 1.4549 -1.4041 -0.07 0.18 0.02
H 1.0731 -1.9599 0.3614 -0.03 -0.27 -0.22
H 2.1526 -1.6666 -3.2808 -0.12 -0.03 -0.20
H -1.3838 -1.8259 2.4180 0.09 0.52 -0.01
H 0.4711 2.7801 -0.2569 0.09 -0.09 -0.05
H -3.5870 -1.4546 0.8254 -0.16 -0.01 0.15
H 3.5248 -1.6824 0.2165 0.48 -0.60 0.30
H -3.7424 0.5952 -0.8751 -0.07 0.15 0.07
H -1.4711 0.6413 -2.3113 0.07 0.09 -0.04
H 3.6790 -2.2074 -2.6103 1.06 -0.65 -0.47
H -2.0833 2.6795 -1.0275 -0.03 -0.09 -0.14
H 0.0257 -1.4181 -1.5478 0.25 0.12 0.04
H -1.9314 1.8984 3.2198 -0.01 -0.08 0.16
H 2.1802 -2.7007 -1.8506 -0.07 -0.17 -0.03
H 0.5590 2.2998 2.3691 0.07 -0.10 -0.01
H 1.7652 -1.2474 1.8088 0.18 -0.24 0.35
H -2.4123 -0.4593 2.9108 0.44 -0.15 0.12
H -3.5717 2.0950 1.1303 -0.14 -0.06 -0.03
H 3.3552 0.0523 0.4425 0.10 0.25 0.17
H 3.8973 0.9622 -2.2466 1.05 0.56 -0.35
H 2.3400 0.7667 -3.0300 -0.11 0.09 -0.20
H -1.2800 -2.7146 0.3992 0.14 -0.08 0.02
```
Forces are in eV/Å.

As for the total charge: -2. The HOMO energy (alpha / beta) is 2.53 / 2.53 eV. As for the HOMO-LUMO gap (alpha / beta): 2.50 / 2.50 eV.

# 6
Here is a structure of composition C44H58BrN6O5W from OMol25. Energies are from ωB97M-V/def2-TZVPD.

```
115
Properties=species:S:1:pos:R:3:forces:R:3
W 0.3999 0.2229 -0.3761 1.56 1.35 0.45
Br 0.0645 -2.0364 0.2193 0.07 -1.19 0.08
O -1.4448 -3.5055 3.3991 0.22 -0.01 -0.39
O 1.7563 3.5993 -2.6723 -0.46 0.14 -0.36
O 2.1922 -0.1338 -1.0119 -0.53 -0.55 -0.16
O 2.8098 0.2062 -3.1265 -0.68 0.10 -0.46
O 0.2741 1.8159 -1.3520 -0.80 -0.03 -0.63
N 1.0245 0.7668 1.5178 -0.89 -0.02 -0.60
N -0.0015 -2.5105 4.8491 -0.23 0.68 0.80
N -0.6448 0.7071 -3.1520 0.98 -0.90 -0.47
N -2.3336 -2.4210 5.2200 0.02 -0.29 -1.13
N -1.5651 0.7641 0.5562 -0.20 -0.06 -0.75
N -0.4109 -0.3764 -2.3614 -0.30 0.95 -1.13
C 0.3255 1.0012 3.6406 -0.92 0.26 4.16
C 1.0320 -3.6091 -3.0677 -0.65 1.52 -1.31
C -0.8750 3.8714 0.5075 -0.24 1.26 0.01
C -1.1574 4.1912 -5.5904 0.39 -0.09 -0.27
C 0.2694 -1.9408 6.1853 0.98 1.23 -1.49
C -4.9785 1.7716 -1.7232 0.82 -1.39 1.25
C 3.5757 0.6841 1.9546 -0.20 -0.02 0.43
C -3.3720 -2.2892 -0.9066 -0.38 0.69 -0.86
C -3.8364 -1.3379 0.1978 -0.04 -0.10 -0.99
C 1.0244 4.6915 -4.7204 0.43 -0.29 0.03
C -1.2483 -2.8158 4.3817 -0.65 -0.05 1.25
C 1.7091 1.0468 3.6319 1.18 0.16 1.30
C -3.1832 4.1245 1.6032 0.63 0.81 0.14
C -0.3813 3.0323 -3.6230 2.91 0.50 2.75
C 4.4977 1.0196 3.1748 1.26 -1.14 -0.56
C -0.0849 0.8508 2.3913 -1.92 -0.36 -2.67
C -3.1200 2.4832 -0.3384 0.54 -0.51 0.30
C 2.1173 0.8800 2.3427 1.52 -0.54 -0.30
C -3.0538 -1.6659 1.4265 -0.49 -0.14 1.22
C -2.8820 1.1050 0.0175 -0.20 0.91 -0.88
C 3.2324 -4.5751 -3.7329 -1.53 0.54 0.65
C 2.2418 -3.5765 -3.9481 0.86 -1.04 -0.04
C 2.4271 -2.5936 -4.9633 -1.07 -0.91 2.07
C -0.5845 1.9820 -2.4663 -1.07 0.22 -1.72
C 2.9053 -0.4509 -2.1336 1.20 0.65 0.21
C 4.3482 -4.5867 -4.5592 -1.22 0.92 0.34
C -1.4057 0.8578 1.8227 0.49 0.70 1.26
C 0.8290 3.8068 -3.6523 -0.78 -0.45 -0.74
C 3.9341 1.6541 0.8049 0.95 -1.51 -0.27
C 3.5847 -2.5455 -5.6832 1.01 -1.64 0.11
C -1.3540 3.2772 -4.5396 -1.05 0.66 -1.07
C -2.4044 3.7044 0.3285 -0.81 0.76 -0.66
C -3.8540 0.1354 -0.2840 0.29 -0.71 -0.27
C 4.5278 -3.5993 -5.5095 -0.90 0.40 0.31
C 3.9854 -1.5041 -1.9463 -1.14 0.36 -0.22
C -0.6206 -1.5605 -3.0886 -0.14 -0.10 -0.07
C -4.1513 2.7572 -1.2736 1.25 1.00 0.61
C 3.7823 -0.8419 1.5702 0.00 1.01 0.23
C 1.1187 -2.9457 4.0836 0.64 0.67 -1.55
C -3.5641 -3.1639 4.8494 0.03 1.30 -0.27
C 0.0598 4.8424 -5.7278 0.21 -0.59 1.56
C -4.8788 0.5049 -1.1670 0.29 0.58 0.68
C -2.5480 -0.9864 5.4409 0.19 -0.93 0.15
C 0.1646 -2.6163 -3.0297 0.47 -0.04 -0.01
H -3.9805 -2.9986 3.8033 0.83 -0.13 1.18
H 2.5078 4.1786 -2.8267 0.13 0.04 -0.03
H 1.5822 -1.9191 -4.9998 0.35 0.51 -0.62
H 3.5801 2.6563 0.9888 -0.17 0.32 0.12
H 0.3059 5.4733 -6.5520 -0.18 0.35 -0.45
H 3.0619 -5.3020 -2.8862 0.40 0.72 -1.19
H -0.2500 0.7455 -4.1274 -0.48 -0.63 1.20
H -3.3375 -4.1878 5.0338 -0.18 -0.87 -0.21
H 3.5009 -2.3291 -1.4531 0.34 -0.47 0.67
H -3.3076 -1.0095 2.2391 -0.34 0.46 0.59
H -0.6839 4.8066 1.1520 -0.28 -1.52 -0.93
H -2.3300 2.8102 -4.4611 0.09 -0.21 0.06
H -0.6200 -1.9140 6.7472 -1.05 0.29 0.53
H -3.2722 -2.6711 1.8153 0.20 0.21 -0.48
H -3.0438 -0.8253 6.3938 0.35 0.08 0.38
H 5.5549 0.9969 2.7699 -1.01 -0.39 0.57
H 0.7568 -0.9113 6.1064 -0.83 -1.05 -0.01
H 5.0691 1.6835 0.7514 -1.39 -0.04 -0.47
H -2.3589 -2.0409 -1.1988 0.20 -0.18 -0.12
H -0.2795 1.0322 4.5909 0.53 0.14 -1.47
H 1.7297 -3.5686 4.6744 0.70 -1.16 0.75
H 3.7748 -1.7813 -6.3939 0.05 0.52 -0.56
H 3.2877 -1.5129 2.2434 0.03 -0.12 1.19
H -1.5260 -1.4992 -3.7034 0.51 -0.24 -0.18
H -0.4020 4.0531 -0.4594 -0.04 0.10 0.02
H -4.2885 3.7680 -1.6878 0.22 -0.35 0.53
H 0.7991 -3.4884 3.1687 0.13 0.45 0.75
H 4.8486 -1.0831 -1.4327 -0.21 -0.11 0.31
H 4.8376 -1.0923 1.5248 0.16 0.02 -0.01
H 0.7142 -4.5063 -2.5882 0.39 -0.66 0.71
H -5.7282 1.9446 -2.4202 -1.23 0.49 -1.15
H 4.4147 0.3003 4.0294 0.07 0.45 -0.85
H -2.6969 4.4970 -0.3793 0.42 -0.05 0.12
H 1.8095 -2.1187 3.7988 -0.67 -0.10 0.02
H 1.9894 5.2127 -4.8150 -0.49 -0.19 0.14
H -1.9964 -1.5646 1.3133 0.26 -0.27 -0.11
H -1.6069 -0.4457 5.3466 -0.28 0.05 0.17
H -1.9072 4.3832 -6.3481 -0.19 -0.26 0.22
H -5.6885 -0.1561 -1.3541 -0.33 -0.87 -0.26
H 2.3716 1.1679 4.5085 -0.63 -0.12 -0.80
H -3.2590 -0.6569 4.7216 -0.50 0.73 -0.98
H -2.2969 1.0627 2.4231 0.42 -0.09 0.23
H 5.4014 -3.7302 -6.1034 0.50 0.53 -0.58
H 3.4386 1.2176 -0.0914 0.88 0.89 0.39
H -1.6156 2.1206 -2.1502 0.05 0.38 0.75
H -3.5049 3.3061 2.2117 0.09 -0.64 0.58
H -4.0204 -2.1720 -1.7867 0.22 -0.09 0.08
H 5.0583 -5.3415 -4.4325 1.09 -1.03 0.05
H -0.3481 3.0290 0.9097 0.13 -0.26 0.58
H 4.4453 2.0160 3.5843 -0.65 0.47 -0.06
H -4.0844 4.6644 1.3630 -0.49 0.02 -0.41
H 3.2971 -1.1663 0.6717 0.02 0.52 -0.88
H 0.9592 -2.5055 6.7810 0.56 -0.83 -0.11
H -2.6092 4.8688 2.2057 -0.17 -0.81 -0.33
H -3.4276 -3.3228 -0.5903 0.09 -0.20 0.18
H -4.3192 -2.8398 5.5522 -0.31 -0.03 0.22
H -4.8653 -1.6561 0.3473 -0.37 0.49 0.31
H 4.2843 -1.8471 -2.9200 0.19 0.01 -0.45
```
Forces are in eV/Å.

As for the total charge: +1. The HOMO energy (alpha / beta) is -10.75 / -10.77 eV. Its expectation value of S² is 2.018. As for the multiplicity: 3. As for the HOMO-LUMO gap (alpha / beta): 6.58 / 6.25 eV. Its energy above the lowest of the compared OMol25 structures with the same formula, charge and spin is 1.6723 eV.

Record-wise total energy values, in Eh: -156.221296 -373.913336 -342.703952 -3552.459454 -1400.615654 -5056.987962